# C4H8N2O2

An isolated molecule of C4H8N2O2 in a non-equilibrium geometry (ωB97M-V/def2-TZVPD, OMol25).

Last column: natural (NBO) charge in e.
Cartesian coordinates (Å):
H: -2.80 -1.67 0.02  0.36
N: -1.91 -2.25 0.03  -0.70
C: -0.97 -1.49 0.29  0.64
N: 0.48 -1.83 0.11  -0.57
C: 0.99 -0.69 0.87  -0.30
C: 0.20 0.38 0.46  0.37
O: 0.66 0.84 -0.70  -0.57
C: 0.29 2.20 -1.41  -0.28
O: -1.04 -0.16 0.43  -0.51
H: 0.47 -2.74 1.00  0.37
H: 2.02 -0.25 0.64  0.22
H: 0.94 -0.65 1.94  0.20
H: -0.07 1.20 1.27  0.14
H: -0.69 2.00 -1.83  0.20
H: 0.48 3.09 -0.66  0.22
H: 0.96 2.04 -2.46  0.22

- SMILES string: [H]/N=C1/NC[C@@H](OC)O1
- ΔE to the lowest compared entry with this formula, charge and spin: 125.4 kcal/mol
- E_LUMO: 0.70 eV
- Frontier orbital gap: 10.475 eV
- HOMO energy: -9.78 eV


# C4H8N2O2

An isolated molecule of C4H8N2O2 in a non-equilibrium geometry (ωB97M-V/def2-TZVPD, OMol25).

Last column: natural (NBO) charge in e.
Cartesian coordinates (Å):
N: 1.43 -0.28 1.01  -0.81
C: 0.56 -0.67 -0.01  0.29
N: 1.17 -1.42 -1.01  -0.82
C: -0.79 -0.75 0.21  -0.31
C: -1.57 0.39 0.77  -0.12
O: -1.61 1.14 -0.44  -0.59
C: -0.14 1.53 -0.81  0.64
O: 0.52 2.22 -0.08  -0.54
H: 1.00 0.38 1.65  0.38
H: 2.23 0.22 0.61  0.37
H: 0.53 -1.92 -1.61  0.38
H: 1.88 -2.04 -0.63  0.38
H: -1.38 -1.42 -0.41  0.20
H: -1.07 0.94 1.58  0.17
H: -2.58 0.10 1.08  0.21
H: -0.17 1.57 -1.91  0.16

- SMILES string: NC(N)=CCOC=O
- ΔE to the lowest compared entry with this formula, charge and spin: 81.2 kcal/mol
- E_LUMO: 0.31 eV
- Frontier orbital gap: 8.140 eV
- HOMO energy: -7.83 eV


# C4H8N2O2

An isolated molecule of C4H8N2O2 in a non-equilibrium geometry (ωB97M-V/def2-TZVPD, OMol25).

Last column: natural (NBO) charge in e.
Cartesian coordinates (Å):
C: -0.21 -1.47 1.07  -0.74
C: -1.20 -0.67 0.12  0.59
O: -2.38 -1.00 0.08  -0.52
C: -0.65 0.46 -0.67  -0.23
N: -0.59 1.71 0.11  -0.84
C: 0.92 -0.10 -0.99  0.68
N: 1.84 0.44 -0.16  -0.85
O: 1.20 -0.78 -1.95  -0.61
H: -0.87 -2.03 1.74  0.24
H: 0.39 -0.84 1.73  0.23
H: 0.37 -2.19 0.48  0.25
H: -1.19 0.58 -1.61  0.22
H: -1.50 1.85 0.56  0.38
H: -0.45 2.48 -0.54  0.37
H: 1.52 1.13 0.52  0.42
H: 2.81 0.44 -0.47  0.41

- SMILES string: CC(=O)[C@@H](N)C(N)=O
- ΔE to the lowest compared entry with this formula, charge and spin: 30.9 kcal/mol
- E_LUMO: 0.59 eV
- Frontier orbital gap: 10.236 eV
- HOMO energy: -9.64 eV


# C4H8N2O2

A structure of composition C4H8N2O2 in a non-equilibrium geometry (ωB97M-V/def2-TZVPD, OMol25).

Last column: natural (NBO) charge in e.
Cartesian coordinates (Å):
C: -0.39 1.81 -0.13  -0.70
C: -0.63 0.45 0.63  -0.01
C: 2.53 -0.43 -0.46  -0.12
C: -1.51 -0.51 -0.18  0.62
H: -1.52 1.96 -0.93  0.29
H: -0.25 2.59 0.81  0.21
H: 0.78 1.65 -0.72  0.28
H: -0.94 0.61 1.62  0.22
H: 3.16 -0.67 -1.39  0.21
H: 2.83 -0.71 0.50  0.17
H: -0.29 -2.38 0.41  0.48
H: -2.17 -2.49 0.04  0.40
N: 1.39 0.03 -0.41  -0.16
N: -1.13 -1.77 -0.09  -0.83
O: 0.71 -0.30 0.82  -0.44
O: -2.56 0.15 -0.51  -0.63

- ΔE to the lowest compared entry with this formula, charge and spin: 196.3 kcal/mol
- E_LUMO: 0.39 eV
- Frontier orbital gap: 9.628 eV
- HOMO energy: -9.24 eV


# C4H8N2O2

An isolated molecule of C4H8N2O2 in a non-equilibrium geometry (ωB97M-V/def2-TZVPD, OMol25).

Last column: natural (NBO) charge in e.
Cartesian coordinates (Å):
C: -2.23 1.32 -0.87  -0.11
N: -1.66 0.49 -0.10  -0.25
N: -0.41 0.68 0.40  -0.42
C: 0.46 -0.13 0.10  0.79
O: 1.73 0.00 0.62  -0.49
C: 1.80 0.95 1.66  -0.26
O: 0.62 -1.26 -0.60  -0.48
C: -0.50 -1.92 -1.14  -0.26
H: -1.68 2.08 -1.33  0.15
H: -3.17 1.07 -1.27  0.18
H: 2.80 1.29 1.80  0.18
H: 1.56 0.52 2.59  0.18
H: 1.28 1.84 1.39  0.20
H: -0.01 -2.72 -1.75  0.20
H: -1.14 -2.33 -0.38  0.19
H: -1.10 -1.18 -1.77  0.19

- SMILES string: C=NN=C(OC)OC
- ΔE to the lowest compared entry with this formula, charge and spin: 99.6 kcal/mol
- E_LUMO: 0.99 eV
- Frontier orbital gap: 9.879 eV
- HOMO energy: -8.89 eV


# C4H8N2O2

An isolated molecule of C4H8N2O2 in a non-equilibrium geometry (ωB97M-V/def2-TZVPD, OMol25).

Last column: natural (NBO) charge in e.
Cartesian coordinates (Å):
N: -0.92 0.84 2.06  -0.84
C: -1.12 0.83 0.71  0.66
O: -1.84 1.53 0.05  -0.60
C: -0.27 -0.31 0.02  -0.12
N: -0.97 -0.90 -1.11  -0.84
C: 1.07 0.34 -0.38  -0.51
C: 1.85 -0.76 -1.09  0.44
O: 2.62 -1.45 -0.48  -0.52
H: -1.49 1.37 2.69  0.40
H: -0.18 0.30 2.49  0.40
H: -0.13 -1.15 0.70  0.20
H: -1.93 -1.18 -1.04  0.39
H: -0.80 -0.36 -1.94  0.36
H: 0.93 1.18 -1.06  0.22
H: 1.53 0.72 0.52  0.23
H: 1.62 -0.99 -2.15  0.12

- SMILES string: NC(=O)[C@@H](N)CC=O
- ΔE to the lowest compared entry with this formula, charge and spin: 31.3 kcal/mol
- E_LUMO: 0.76 eV
- Frontier orbital gap: 9.952 eV
- HOMO energy: -9.19 eV